(1)
Molecular formula: C22H23N3O2S
Method: DFT, ωB97M-V with the def2-TZVPD basis set

Output
Gap between HOMO and LUMO, eV: 7.778
SMILES: Cn1c(=O)cc(SCC(=O)N2CCN(c3ccccc3)CC2)c2ccccc21
Calculated total energy, eV: -42588.8520
ΔE to the lowest compared entry with this formula, charge and spin, kcal per mole: 24.5

Geometry as XYZ:
```
51
C22H23N3O2S | the Open Molecules 2025 dataset | ωB97M-V with the def2-TZVPD basis set
C -2.865 -3.467 -0.203
N -2.800 -2.026 -0.322
C -1.589 -1.488 -0.726
O -0.621 -2.202 -0.958
C -1.536 -0.055 -0.834
C -2.562 0.747 -0.469
S -2.425 2.499 -0.426
C -0.618 2.726 -0.439
C 0.005 1.867 0.662
O -0.624 1.603 1.667
N 1.262 1.417 0.464
C 2.171 1.713 -0.621
C 2.564 0.397 -1.322
N 3.152 -0.536 -0.393
C 4.515 -0.516 -0.128
C 5.380 0.441 -0.668
C 6.741 0.386 -0.432
C 7.286 -0.614 0.352
C 6.443 -1.575 0.886
C 5.086 -1.533 0.648
C 2.205 -0.831 0.663
C 1.821 0.460 1.403
C -3.812 0.158 -0.081
C -4.933 0.930 0.238
C -6.122 0.340 0.593
C -6.209 -1.047 0.640
C -5.119 -1.831 0.338
C -3.897 -1.252 -0.029
H -3.117 -3.761 0.816
H -3.595 -3.882 -0.900
H -1.875 -3.847 -0.454
H -0.593 0.324 -1.187
H -0.470 3.783 -0.213
H -0.253 2.513 -1.441
H 1.735 2.415 -1.330
H 3.070 2.174 -0.193
H 3.245 0.590 -2.150
H 1.664 -0.080 -1.727
H 5.004 1.248 -1.278
H 7.380 1.144 -0.862
H 8.348 -0.649 0.539
H 6.850 -2.375 1.488
H 4.462 -2.316 1.051
H 2.628 -1.534 1.377
H 1.317 -1.285 0.212
H 1.070 0.264 2.169
H 2.714 0.894 1.871
H -4.843 2.005 0.196
H -6.981 0.947 0.836
H -7.140 -1.519 0.919
H -5.218 -2.903 0.385
```

(2)
Molecular formula: C22H23N3O3S
Method: DFT, ωB97M-V with the def2-TZVPD basis set

Output
Gap between HOMO and LUMO, eV: 8.982
SMILES: Cc1ccc(N(CC(=O)NCc2ccccn2)S(=O)(=O)c2ccccc2)cc1C
Calculated total energy, eV: -44635.9280
ΔE to the lowest compared entry with this formula, charge and spin, kcal per mole: 29.6

Geometry as XYZ:
```
52
C22H23N3O3S | the Open Molecules 2025 dataset | ωB97M-V with the def2-TZVPD basis set
C 6.372 0.272 -0.374
C 4.971 -0.200 -0.129
C 4.517 -1.383 -0.696
C 3.234 -1.849 -0.476
C 2.365 -1.109 0.317
N 1.064 -1.599 0.547
C 0.383 -1.321 1.795
C -0.525 -0.090 1.715
O -0.093 1.050 1.710
N -1.834 -0.375 1.680
C -2.830 0.663 1.552
C -4.059 0.136 0.866
C -5.005 0.994 0.313
C -6.115 0.444 -0.304
C -6.244 -0.937 -0.349
C -5.251 -1.704 0.239
N -4.192 -1.182 0.832
S 0.032 -1.893 -0.732
O 0.758 -2.524 -1.791
O -1.102 -2.584 -0.182
C -0.519 -0.287 -1.319
C 0.396 0.716 -1.570
C -0.060 1.945 -2.018
C -1.415 2.150 -2.226
C -2.320 1.127 -1.994
C -1.870 -0.100 -1.535
C 2.806 0.084 0.883
C 4.098 0.541 0.673
C 4.539 1.829 1.298
H 6.912 0.380 0.566
H 6.910 -0.433 -1.003
H 6.371 1.244 -0.868
H 5.185 -1.962 -1.317
H 2.893 -2.766 -0.924
H 1.138 -1.161 2.568
H -0.211 -2.204 2.038
H -2.170 -1.312 1.481
H -3.106 1.030 2.551
H -2.401 1.507 1.000
H -4.866 2.063 0.366
H -6.867 1.081 -0.747
H -7.092 -1.403 -0.826
H -5.296 -2.784 0.239
H 1.447 0.537 -1.413
H 0.643 2.743 -2.203
H -1.766 3.110 -2.574
H -3.375 1.282 -2.167
H -2.544 -0.918 -1.335
H 2.126 0.677 1.475
H 4.877 2.531 0.536
H 3.721 2.284 1.851
H 5.370 1.659 1.981
```

(3)
Molecular formula: C22H23N3O4S
Method: DFT, ωB97M-V with the def2-TZVPD basis set

Output
Gap between HOMO and LUMO, eV: 7.864
SMILES: COc1ccc(NC(=O)C2CCN(S(=O)(=O)c3cccc4cccnc34)CC2)cc1
Calculated total energy, eV: -46683.0516
ΔE to the lowest compared entry with this formula, charge and spin, kcal per mole: 38.5

Geometry as XYZ:
```
53
C22H23N3O4S | the Open Molecules 2025 dataset | ωB97M-V with the def2-TZVPD basis set
C -6.019 1.898 4.319
O -6.268 1.648 2.957
C -5.206 1.457 2.126
C -5.516 1.216 0.787
C -4.516 1.010 -0.136
C -3.176 1.038 0.250
N -2.204 0.825 -0.739
C -0.851 0.779 -0.616
O -0.245 0.924 0.424
C -0.138 0.466 -1.931
C 1.187 1.229 -2.000
C 1.986 0.781 -3.223
N 2.205 -0.642 -3.234
S 3.651 -1.183 -2.627
O 4.663 -0.387 -3.265
O 3.694 -2.600 -2.804
C 3.741 -0.754 -0.873
C 4.517 0.317 -0.533
C 4.669 0.698 0.809
C 4.057 -0.022 1.798
C 3.263 -1.142 1.480
C 2.622 -1.931 2.458
C 1.869 -3.004 2.066
C 1.738 -3.261 0.690
N 2.305 -2.549 -0.242
C 3.084 -1.513 0.116
C 1.022 -1.452 -3.122
C 0.130 -1.046 -1.946
C -2.865 1.276 1.582
C -3.870 1.484 2.511
H -6.998 2.016 4.781
H -5.495 1.061 4.792
H -5.440 2.816 4.460
H -6.554 1.196 0.495
H -4.773 0.825 -1.170
H -2.587 0.674 -1.662
H -0.762 0.741 -2.788
H 0.996 2.302 -2.056
H 1.749 1.031 -1.086
H 1.444 1.052 -4.138
H 2.969 1.251 -3.251
H 5.021 0.854 -1.321
H 5.279 1.555 1.051
H 4.176 0.251 2.837
H 2.735 -1.673 3.502
H 1.370 -3.636 2.784
H 1.125 -4.083 0.342
H 0.464 -1.364 -4.063
H 1.364 -2.479 -3.001
H 0.626 -1.320 -1.016
H -0.811 -1.597 -2.003
H -1.834 1.300 1.891
H -3.592 1.668 3.537
```

(4)
Molecular formula: C22H23N5O6
Method: DFT, ωB97M-V with the def2-TZVPD basis set

Output
Gap between HOMO and LUMO, eV: 7.993
SMILES: Cc1nn(-c2ccccc2)c(C)c1NC(=O)COC(=O)c1cc([N+](=O)[O-])ccc1NCCO
Calculated total energy, eV: -42921.0635
ΔE to the lowest compared entry with this formula, charge and spin, kcal per mole: 2.8

Geometry as XYZ:
```
56
C22H23N5O6 | the Open Molecules 2025 dataset | ωB97M-V with the def2-TZVPD basis set
C -0.317 4.305 -2.768
C -0.130 2.839 -2.663
N -0.142 2.049 -3.716
N 0.081 0.798 -3.288
C 0.115 -0.243 -4.226
C -0.711 -0.150 -5.342
C -0.700 -1.152 -6.293
C 0.130 -2.251 -6.138
C 0.966 -2.332 -5.038
C 0.969 -1.330 -4.084
C 0.218 0.754 -1.937
C 0.368 -0.475 -1.111
C 0.092 2.062 -1.502
N 0.185 2.471 -0.161
C -0.713 3.245 0.483
O -1.651 3.808 -0.027
C -0.417 3.383 1.987
O 0.348 2.304 2.509
C -0.270 1.117 2.571
O -1.430 0.973 2.226
C 0.599 0.041 3.065
C 1.891 0.334 3.481
C 2.722 -0.666 3.957
N 4.049 -0.347 4.375
O 4.736 -1.249 4.816
O 4.417 0.806 4.262
C 2.267 -1.989 4.030
C 1.000 -2.299 3.621
C 0.126 -1.305 3.124
N -1.108 -1.603 2.705
C -1.740 -2.899 2.746
C -3.196 -2.770 2.284
O -3.993 -2.065 3.196
H -0.507 4.571 -3.803
H -1.155 4.613 -2.143
H 0.574 4.826 -2.418
H -1.343 0.717 -5.446
H -1.343 -1.077 -7.156
H 0.134 -3.037 -6.879
H 1.630 -3.176 -4.924
H 1.654 -1.383 -3.252
H 1.417 -0.712 -0.924
H -0.099 -1.326 -1.601
H -0.118 -0.316 -0.149
H 0.915 2.033 0.384
H -1.377 3.464 2.506
H 0.176 4.282 2.165
H 2.257 1.348 3.445
H 2.935 -2.746 4.411
H 0.655 -3.318 3.675
H -1.654 -0.815 2.363
H -1.729 -3.293 3.769
H -1.214 -3.604 2.091
H -3.639 -3.766 2.213
H -3.223 -2.303 1.289
H -3.704 -1.145 3.239
```

(5)
Molecular formula: C22H23N5PtS
Method: DFT, ωB97M-V with the def2-TZVPD basis set

Output
Gap between HOMO and LUMO, eV: 5.856
Calculated total energy, eV: -44718.9457
ΔE to the lowest compared entry with this formula, charge and spin, kcal per mole: 1.3

Geometry as XYZ:
```
52
C22H23N5PtS | the Open Molecules 2025 dataset | ωB97M-V with the def2-TZVPD basis set
Pt 0.543 -0.512 -1.006
N 4.337 1.194 0.854
C 3.168 0.509 0.654
S 3.198 -0.738 -0.568
N 2.110 0.840 1.318
N 0.986 0.220 0.954
C 0.047 -0.162 1.819
C 0.045 0.167 3.247
C 0.330 1.450 3.706
C 0.273 1.736 5.057
C -0.054 0.748 5.972
C -0.309 -0.539 5.528
C -0.252 -0.832 4.180
C -0.899 -1.084 1.305
C -2.128 -1.376 1.939
C -2.870 -2.442 1.531
C -2.380 -3.241 0.476
C -1.258 -2.835 -0.195
N -0.539 -1.762 0.153
H 5.168 0.720 0.537
H 4.421 1.665 1.743
H 0.571 2.227 2.996
H 0.478 2.740 5.400
H -0.124 0.980 7.024
H -0.552 -1.318 6.237
H -0.430 -1.844 3.848
H -2.449 -0.737 2.747
H -3.813 -2.677 1.997
H -2.904 -4.137 0.192
H -0.883 -3.400 -1.036
C 1.888 0.726 -3.499
N 1.223 1.171 -2.271
C 2.049 2.223 -1.682
C -0.102 1.726 -2.598
C -1.027 0.625 -3.052
C -2.087 0.894 -3.902
C -2.901 -0.139 -4.335
C -2.583 -1.439 -3.985
C -1.514 -1.701 -3.139
C -0.745 -0.675 -2.596
H 2.107 1.587 -4.142
H 1.255 0.027 -4.042
H 2.822 0.229 -3.244
H 2.059 3.104 -2.335
H 3.069 1.867 -1.560
H 1.667 2.519 -0.707
H -0.002 2.496 -3.378
H -0.502 2.206 -1.696
H -2.275 1.912 -4.214
H -3.761 0.070 -4.957
H -3.189 -2.257 -4.350
H -1.281 -2.734 -2.926
```